Formula: C5H6N2O2
Source: the Open Molecules 2025 dataset
Level of theory: wB97M-V/def2-TZVPD

Geometry (Å):
C -1.150 -2.532 -0.343
C 0.373 2.946 1.015
C 1.152 1.907 0.643
C 1.329 -0.419 0.040
C 0.726 0.708 -0.004
N -0.689 -2.963 0.659
N -1.819 -2.209 -1.309
O 1.908 -1.418 -0.130
O -1.813 -0.875 -1.801
H 0.740 3.760 1.631
H -0.538 3.189 0.533
H 2.254 1.861 0.940
H 0.232 -3.515 0.844
H -0.363 0.468 -0.200
H -2.341 -0.908 -2.518

Summary:
* Kohn-Sham gap: 8.9 eV
* max |F|: 5.6 eV Å⁻¹
* relative energy (zero: lowest compared OMol25 entry of this formula, charge and spin): 124.7 kcal per mole
* LUMO level: 0.55 eV
* SMILES: C=CC=C=O.N=C=NO

Atomic partial charges in e from the natural (NBO) method, atoms 1 to 4: C 0.58; C -0.42; C -0.17; C 0.74


Formula: C5H6N2O3
Source: the Open Molecules 2025 dataset
Level of theory: wB97M-V/def2-TZVPD

Geometry (Å):
O -1.814 -1.073 0.934
C -0.917 -1.078 -0.107
C -0.987 -0.065 -1.223
N -1.827 1.069 -1.005
C -1.389 1.665 0.028
O -0.258 1.184 0.597
C 0.097 0.035 -0.126
C 1.522 -0.196 -0.314
N 2.510 0.117 -0.922
H -2.701 -1.244 0.600
H -0.522 -2.051 -0.412
H -0.783 -0.370 -2.248
H -1.822 2.537 0.517
O 2.947 -0.526 1.373
H 3.489 -0.087 0.376
H 2.454 0.083 1.933

Summary:
* Kohn-Sham gap: 10.2 eV
* max |F|: 5.8 eV Å⁻¹
* relative energy (zero: lowest compared OMol25 entry of this formula, charge and spin): 105.8 kcal per mole
* LUMO level: 0.52 eV

Atomic partial charges in e from the natural (NBO) method, atoms 1 to 4: O -0.68; C 0.07; C -0.09; N -0.46


Formula: C5H6N2O4
Source: the Open Molecules 2025 dataset
Level of theory: wB97M-V/def2-TZVPD

Geometry (Å):
C 0.621 1.511 2.697
C -0.215 -0.678 -0.670
C 1.319 -0.570 -0.213
C -0.412 1.486 0.525
C 0.477 0.770 1.483
N 0.615 1.844 3.817
N -1.159 -0.460 2.611
O -2.203 0.110 2.512
O -0.800 -1.514 3.058
O -0.831 0.614 -0.620
O 1.515 0.014 1.093
H -0.144 -0.895 -1.786
H -0.736 -1.436 -0.059
H 1.843 -1.449 -0.167
H 1.941 -0.003 -0.935
H -1.320 1.644 1.106
H -0.011 2.399 -0.063

Summary:
* Kohn-Sham gap (alpha / beta): 8.5 / 7.5 eV
* max |F|: 3.0 eV Å⁻¹
* relative energy (zero: lowest compared OMol25 entry of this formula, charge and spin): 161.2 kcal per mole
* LUMO level (alpha / beta): -1.06 / -1.24 eV

Atomic partial charges in e from the natural (NBO) method, atoms 1 to 4: C 0.18; C -0.10; C -0.10; C -0.17


Formula: C5H6N2O5S
Source: the Open Molecules 2025 dataset
Level of theory: wB97M-V/def2-TZVPD

Geometry (Å):
C -0.426 -0.070 1.544
C -0.283 -0.160 0.246
C 1.857 1.576 0.733
C -0.547 0.985 -0.692
C 0.240 -1.431 -0.330
N 2.749 0.887 0.917
N -0.799 0.475 2.579
O 0.235 0.963 3.495
O -1.914 0.463 3.042
O -0.368 3.161 0.729
O 1.211 3.072 -1.173
O -0.188 0.758 -2.024
S 0.472 2.416 -0.133
H -1.594 1.285 -0.606
H -0.032 -2.305 0.318
H 1.273 -1.252 -0.161
H 0.004 -1.633 -1.390
H -0.184 1.178 4.320
H 0.758 1.172 -2.080

Summary:
* Kohn-Sham gap (alpha / beta): 9.7 / 9.7 eV
* max |F|: 4.1 eV Å⁻¹
* relative energy (zero: lowest compared OMol25 entry of this formula, charge and spin): 151.1 kcal per mole
* LUMO level (alpha / beta): -0.09 / -0.09 eV
* SMILES: CC(=C=[N+]([O-])O)[C@H](O)S(=O)(=O)C#N

Atomic partial charges in e from the natural (NBO) method, atoms 1 to 4: C 0.15; C -0.05; C -0.06; C -0.14


Formula: C5H6N2OS
Source: the Open Molecules 2025 dataset
Level of theory: wB97M-V/def2-TZVPD

Geometry (Å):
C -2.210 0.593 0.399
C -0.218 1.869 -0.309
C -0.826 0.742 0.166
C 0.010 -0.479 0.558
C 0.092 -1.319 -0.785
N -3.317 0.702 0.598
N 1.148 1.870 -0.046
O -0.355 -1.239 1.571
S 1.693 0.318 0.647
H -0.662 2.788 -0.796
H -0.272 -0.708 -1.548
H -0.376 -2.247 -0.623
H 1.091 -1.605 -1.110
H 1.902 2.291 -0.521
H -0.234 -0.779 2.488

Summary:
* Kohn-Sham gap: 8.6 eV
* max |F|: 5.4 eV Å⁻¹
* relative energy (zero: lowest compared OMol25 entry of this formula, charge and spin): 54.2 kcal per mole
* LUMO level: 0.35 eV
* SMILES: C[C@@]1(O)SNC=C1C#N

Atomic partial charges in e from the natural (NBO) method, atoms 1 to 4: C 0.26; C 0.08; C -0.31; C 0.19


Formula: C5H6N2S
Source: the Open Molecules 2025 dataset
Level of theory: wB97M-V/def2-TZVPD

Geometry (Å):
C 1.451 -1.763 2.448
C 0.865 0.284 1.243
C 0.450 1.105 0.213
C -0.371 0.524 -0.790
C -1.000 1.674 -1.461
H 0.757 -2.271 3.278
H 2.451 -1.160 2.829
H 1.923 -2.518 1.641
H -0.144 -1.576 0.871
H 1.608 0.776 2.002
H 0.359 2.245 0.251
N 0.608 -1.044 1.539
N -1.427 2.625 -1.977
S -0.599 -1.094 -1.108

Summary:
* Kohn-Sham gap: 7.5 eV
* max |F|: 4.1 eV Å⁻¹
* relative energy (zero: lowest compared OMol25 entry of this formula, charge and spin): 78.8 kcal per mole
* LUMO level: -1.16 eV
* SMILES: CN/C=C\C(=S)C#N

Atomic partial charges in e from the natural (NBO) method, atoms 1 to 4: C -0.44; C 0.16; C -0.40; C -0.19


Formula: C5H6N2S
Source: the Open Molecules 2025 dataset
Level of theory: wB97M-V/def2-TZVPD

Geometry (Å):
C 1.944 -1.917 -2.487
C -1.047 -0.235 0.778
C -2.222 0.233 0.337
C -0.205 1.340 -0.658
C 0.132 0.414 0.251
N 0.833 -1.648 -2.352
N 1.437 0.129 0.620
S -1.892 1.514 -0.779
H -1.138 -1.099 1.519
H -3.213 0.096 0.541
H 0.600 1.886 -1.194
H -0.201 -1.515 -2.390
H 2.129 0.883 0.631
H 1.322 -0.465 1.414

Summary:
* Kohn-Sham gap: 8.8 eV
* max |F|: 3.9 eV Å⁻¹
* relative energy (zero: lowest compared OMol25 entry of this formula, charge and spin): 57.7 kcal per mole
* LUMO level: 0.76 eV

Atomic partial charges in e from the natural (NBO) method, atoms 1 to 4: C 0.28; C -0.30; C -0.39; C -0.51


Formula: C5H6N3
Source: the Open Molecules 2025 dataset
Level of theory: wB97M-V/def2-TZVPD

Geometry (Å):
C -0.969 1.545 0.198
C 0.366 -1.575 -0.178
C 0.517 -0.210 -0.010
C -0.992 -1.885 -0.076
C 1.850 0.331 -0.165
N -0.571 0.421 0.196
N -2.155 -1.924 -0.024
N -1.111 2.697 0.373
H 1.088 -2.278 -0.487
H 2.156 0.020 -1.145
H 2.494 -0.054 0.718
H 2.040 1.497 -0.025
H -2.887 -1.972 0.597
H -1.826 3.389 0.028

Summary:
* Kohn-Sham gap: 9.1 eV
* charge: +1
* max |F|: 4.6 eV Å⁻¹
* relative energy (zero: lowest compared OMol25 entry of this formula, charge and spin): 55.8 kcal per mole
* LUMO level: -4.81 eV
* SMILES: C/C(C=C=N)=N\C#[NH+]

Atomic partial charges in e from the natural (NBO) method, atoms 1 to 4: C 0.75; C -0.48; C 0.41; C 0.65


Formula: C5H6N4O
Source: the Open Molecules 2025 dataset
Level of theory: wB97M-V/def2-TZVPD

Geometry (Å):
C -1.169 0.482 0.061
C 0.234 0.304 -0.015
C 1.262 1.182 -0.022
C 2.511 0.817 -0.296
C 1.844 -1.294 0.117
H -3.608 -1.155 0.952
H -3.233 0.775 -0.780
H -1.458 -1.382 -0.481
H 1.305 2.224 0.019
H 3.362 1.576 -0.371
H 2.092 -2.466 0.791
N -3.128 -0.688 -0.432
N -1.823 -0.653 -0.068
N 2.876 -0.427 -0.150
N 0.557 -0.962 0.298
O -1.624 1.666 0.379

Summary:
* Kohn-Sham gap: 8.7 eV
* max |F|: 6.3 eV Å⁻¹
* relative energy (zero: lowest compared OMol25 entry of this formula, charge and spin): 201.9 kcal per mole
* LUMO level: -0.72 eV

Atomic partial charges in e from the natural (NBO) method, atoms 1 to 4: C 0.57; C 0.13; C -0.24; C 0.07


Formula: C5H6N4O2
Source: the Open Molecules 2025 dataset
Level of theory: wB97M-V/def2-TZVPD

Geometry (Å):
C -0.877 -1.042 -0.675
C 0.171 -1.004 0.177
C -0.752 1.533 -0.601
C 1.212 0.032 0.006
C -2.480 0.702 1.036
N -2.034 -1.726 -0.817
N -3.038 -1.231 -0.318
N -3.112 -0.348 0.688
N 0.586 1.246 -0.560
O -1.233 1.996 -1.582
O -1.427 1.347 0.609
H -0.701 -0.376 -1.628
H 0.267 -1.542 1.076
H 1.888 -0.302 -0.794
H 1.775 0.275 0.866
H -2.910 1.287 1.841
H 1.070 1.515 -1.311

Summary:
* Kohn-Sham gap: 9.3 eV
* max |F|: 5.0 eV Å⁻¹
* relative energy (zero: lowest compared OMol25 entry of this formula, charge and spin): 127.4 kcal per mole
* LUMO level: 0.00 eV
* SMILES: O=C1NC/C=C/N=N\N=C/O1

Atomic partial charges in e from the natural (NBO) method, atoms 1 to 4: C -0.09; C -0.25; C 0.91; C -0.24


Formula: C5H6N4O3
Source: the Open Molecules 2025 dataset
Level of theory: wB97M-V/def2-TZVPD

Geometry (Å):
C 1.562 -1.410 0.507
C 2.529 -0.459 0.527
C 0.320 -1.225 -0.077
C 0.119 0.957 -0.172
C 1.426 1.289 -0.736
N -0.956 1.439 0.082
N -2.046 1.599 0.602
N -3.172 1.229 -0.025
N -0.855 -1.832 -0.074
O -0.736 -3.047 -0.345
O -1.937 -1.232 0.005
O 2.494 0.810 0.071
H 1.762 -2.345 1.018
H 3.447 -0.617 1.074
H 1.505 0.854 -1.744
H 1.591 2.372 -0.795
H -3.098 0.341 -0.531
H -3.956 1.277 0.613

Summary:
* Kohn-Sham gap (alpha / beta): 6.5 / 6.3 eV
* max |F|: 3.9 eV Å⁻¹
* relative energy (zero: lowest compared OMol25 entry of this formula, charge and spin): 172.0 kcal per mole
* LUMO level (alpha / beta): -0.94 / -1.06 eV

Atomic partial charges in e from the natural (NBO) method, atoms 1 to 4: C -0.42; C 0.19; C 0.17; C 0.23


Formula: C5H6N5O2P
Source: the Open Molecules 2025 dataset
Level of theory: wB97M-V/def2-TZVPD

Geometry (Å):
C 1.158 -1.307 1.858
C 0.586 -0.148 0.030
C 0.689 1.099 -0.620
C -0.140 -1.357 -0.014
C -1.370 1.686 -1.587
N 1.365 -0.157 1.237
N -0.133 1.565 -1.727
N 0.227 -2.081 1.128
N -1.163 -1.771 -0.737
N -2.531 1.573 -1.673
O 1.480 1.955 -0.241
O 1.828 2.210 2.516
P 2.557 1.506 1.517
H 1.493 -1.775 2.755
H 0.460 1.841 -2.457
H -0.019 -3.061 1.136
H -1.683 -2.582 -0.407
H -1.463 -1.211 -1.463
H -3.341 2.013 -1.251

Summary:
* Kohn-Sham gap: 8.5 eV
* charge: +2
* max |F|: 2.9 eV Å⁻¹
* LUMO level: -8.77 eV
* SMILES: [NH+]#CNc1op([O-])n2c[nH+]c(=[NH2+])c1-2

Atomic partial charges in e from the natural (NBO) method, atoms 1 to 4: C 0.34; C -0.17; C 0.67; C 0.49